# C22H22FN3O5S3

One molecule with the formula C22H22FN3O5S3 in a non-equilibrium geometry (ωB97M-V with the def2-TZVPD basis set, the OMol25 dataset).

```
56
Properties=species:S:1:pos:R:3
H 5.110 -1.050 -0.289
C 4.348 -0.271 -0.387
H -4.560 -0.780 -3.240
H 0.041 1.699 2.448
H 1.312 3.421 3.448
C -3.854 -0.639 1.042
C -3.786 -1.316 -2.714
H -0.521 3.731 -0.984
H -2.180 -0.098 -3.413
H -0.445 4.761 0.461
C 1.984 3.498 1.407
O 2.387 0.281 -2.317
H 0.062 -0.378 -2.944
C -0.116 -1.135 -2.189
H 5.497 0.970 0.924
C 1.413 3.702 -0.013
O -0.767 1.473 -1.364
C -3.105 -1.355 1.923
H -1.136 2.982 2.812
C 2.682 -1.867 0.408
N -0.683 2.730 0.797
C -4.119 -2.397 -1.916
C -3.159 -3.122 -1.233
C -1.464 -1.643 -2.114
C 4.449 0.665 0.818
C 0.894 3.666 2.471
H 4.495 0.280 -1.321
H -3.462 0.977 -0.416
S -1.451 -0.893 1.909
H -1.084 -3.313 -0.814
H -3.431 -2.134 2.583
O 3.341 -2.287 1.313
C -1.836 -2.744 -1.335
O 2.526 1.498 2.643
H -3.454 -3.967 -0.631
O 0.773 0.633 0.360
H -4.910 -0.781 0.897
C 2.688 2.150 1.635
H 3.678 2.368 -0.150
H 2.760 4.251 1.595
C -1.775 0.285 0.704
N 3.055 -0.914 -0.497
F -5.416 -2.750 -1.797
H 1.649 2.846 -0.648
C 2.157 -0.564 -1.485
C -2.460 -0.951 -2.815
C -3.086 0.308 0.336
C -0.270 2.715 2.196
H 0.548 4.700 2.491
H 1.831 4.598 -0.476
S 1.058 -2.465 -0.019
S -0.476 1.265 0.022
C -0.113 3.817 0.023
H 4.136 0.143 1.726
C 0.931 -1.373 -1.380
N 3.616 1.837 0.703
```

Values from the calculation:
* E_tot: -2686.48954 a.u.
* molar mass: 523.6 g mol⁻¹
* maximum force: 0.021 hartree/bohr
* SMILES: O=C(NCCN1C(=O)S/C(=C\c2ccc(F)cc2)C1=O)C1CCN(S(=O)(=O)c2cccs2)CC1

Population analysis type Mulliken, resulting atomic charges in e: number 1, H, carries 0.393; number 2, C, carries -1.043; number 3, H, carries 0.462; number 4, H, carries 0.379; number 5, H, carries 0.495; number 6, C, carries -0.722; number 7, C, carries -0.598; number 8, H, carries 0.516; number 9, H, carries 0.375; number 10, H, carries 0.444; number 11, C, carries 0.608; number 12, O, carries -0.686; number 13, H, carries 0.329; number 14, C, carries -0.658; number 15, H, carries 0.299; number 16, C, carries -0.659; number 17, O, carries -0.708; number 18, C, carries -0.693; number 19, H, carries 0.383; number 20, C, carries 0.749; number 21, N, carries 0.190; number 22, C, carries 0.481; number 23, C, carries -0.813; number 24, C, carries 1.110; number 25, C, carries -0.922; number 26, C, carries -1.406; number 27, H, carries 0.448; number 28, H, carries 0.565; number 29, S, carries -0.016; number 30, H, carries 0.514; number 31, H, carries 0.531; number 32, O, carries -0.598; number 33, C, carries -0.280; number 34, O, carries -0.691; number 35, H, carries 0.495; number 36, O, carries -0.060; number 37, H, carries 0.493; number 38, C, carries 0.039; number 39, H, carries 0.326; number 40, H, carries 0.605; number 41, C, carries 0.199; number 42, N, carries 0.151; number 43, F, carries -0.394; number 44, H, carries 0.368; number 45, C, carries 0.557; number 46, C, carries -0.638; number 47, C, carries -0.762; number 48, C, carries -0.506; number 49, H, carries 0.417; number 50, H, carries 0.338; number 51, S, carries -0.268; number 52, S, carries 0.883; number 53, C, carries -1.370; number 54, H, carries 0.513; number 55, C, carries -0.081; number 56, N, carries -0.084